[1]
DFT (ωB97M-V/def2-TZVPD) results for a molecular structure, C20H13FeN5S6Se in a non-equilibrium geometry.

```
! wB97M-V def2-TZVPD RIJCOSX def2/J DEFGRID3
* xyz 0 5
Se 2.04 0.55 -2.12
Fe 0.39 -0.36 0.21
S 2.78 -2.51 -0.52
S 0.62 0.75 4.94
S -2.14 1.17 4.08
S -1.49 0.63 1.21
S 1.60 0.23 2.15
S -1.50 1.20 6.98
N 2.30 2.26 -2.63
N -0.98 -2.87 -1.34
N -0.11 -2.23 0.78
N 1.22 1.14 -0.59
N -0.92 -0.53 -1.40
C 1.85 3.09 -1.70
C 1.34 5.25 -0.77
C -0.99 0.77 2.82
C -1.04 1.06 5.42
C -1.69 -0.57 -4.07
C 0.74 4.65 0.34
C 1.21 2.48 -0.55
C -0.72 -4.51 0.32
C 0.32 0.60 3.22
C 1.90 4.49 -1.78
C -1.55 0.63 -3.39
C -1.11 -1.69 -2.03
C 0.25 -3.96 2.41
C -1.18 0.61 -2.07
C 0.29 -2.66 1.99
C 0.68 3.28 0.46
C -1.49 -1.75 -3.37
C -0.29 -4.92 1.56
C -0.61 -3.16 -0.06
C 1.84 -1.27 -0.75
H -1.11 1.52 -1.49
H 0.23 2.82 1.32
H -1.23 -3.68 -1.89
H 2.36 4.94 -2.64
H 0.62 -4.22 3.39
H -1.62 -2.71 -3.85
H -1.15 -5.21 -0.37
H 0.70 -1.91 2.64
H -0.35 -5.96 1.85
H -1.73 1.58 -3.88
H 1.35 6.32 -0.85
H -1.96 -0.59 -5.11
H 0.32 5.27 1.12
*
```

Output
relative energy (zero: lowest compared OMol25 entry of this formula, charge and spin)	28.0	kcal/mol
molar mass	650.6	Da
E_tot	-7097.917952	Eh
LUMO energy (alpha / beta)	-1.092 / -1.667	eV
highest occupied orbital energy (alpha / beta)	-6.8 / -7.5	eV

These are the natural (NBO) partial charges, in e, on atoms 1 to 6: atom 1 (Se): 1.031, atom 2 (Fe): 0.648, atom 3 (S): 0.125, atom 4 (S): 0.471, atom 5 (S): 0.470, atom 6 (S): -0.012

[2]
DFT (ωB97M-V/def2-TZVPD) results for a molecular structure, C2H6O2P3 in a non-equilibrium geometry.

```
! wB97M-V def2-TZVPD RIJCOSX def2/J DEFGRID3
* xyz -1 1
P -1.35 -0.81 0.46
P 1.25 -1.02 -0.49
P 0.74 0.57 1.88
O -0.26 1.17 -2.31
O -1.28 2.32 -0.59
C 0.11 0.30 0.17
C -0.61 1.57 -1.22
H 2.42 -0.22 -0.73
H -2.29 0.14 0.19
H 1.18 1.94 1.66
H 0.86 -0.96 -1.82
H -1.41 -1.24 -0.94
H -0.51 1.00 2.35
*
```

Output
relative energy (zero: lowest compared OMol25 entry of this formula, charge and spin)	3.4	kcal/mol
molar mass	155.0	Da
E_tot	-1254.327629	Eh
LUMO energy	4.104	eV
highest occupied orbital energy	-3.5	eV

These are the natural (NBO) partial charges, in e, on atoms 1 to 6: atom 1 (P): 0.226, atom 2 (P): 0.218, atom 3 (P): 0.269, atom 4 (O): -0.690, atom 5 (O): -0.676, atom 6 (C): -1.115

[3]
DFT (ωB97M-V/def2-TZVPD) results for C4H13N3 in the gas phase.

```
! wB97M-V def2-TZVPD RIJCOSX def2/J DEFGRID3
* xyz 0 1
N -1.51 1.54 -0.83
N -0.04 -0.75 -0.59
N 2.05 -1.95 -1.00
C -1.12 1.30 1.64
C 0.54 0.46 -0.06
C -0.54 1.53 0.24
C 0.72 -1.96 -0.40
H -0.31 1.29 2.37
H 2.14 -2.57 -1.80
H 1.05 0.21 0.87
H 2.77 -2.22 -0.34
H 1.32 0.87 -0.71
H -1.85 2.04 1.96
H -2.21 2.27 -0.73
H 0.02 2.47 0.26
H -1.60 0.32 1.68
H -0.36 -0.61 -1.54
H 0.83 -2.12 0.68
H -1.99 0.66 -0.88
H 0.09 -2.79 -0.78
*
```

Output
relative energy (zero: lowest compared OMol25 entry of this formula, charge and spin)	10.6	kcal/mol
SMILES	C[C@H](N)CNCN
molar mass	103.2	Da
E_tot	-324.458005	Eh
LUMO energy	1.089	eV
highest occupied orbital energy	-8.6	eV

These are the natural (NBO) partial charges, in e, on atoms 1 to 6: atom 1 (N): -0.849, atom 2 (N): -0.655, atom 3 (N): -0.869, atom 4 (C): -0.626, atom 5 (C): -0.214, atom 6 (C): -0.051

[4]
DFT (ωB97M-V/def2-TZVPD) results for C4H8O3 in the gas phase.

```
! wB97M-V def2-TZVPD RIJCOSX def2/J DEFGRID3
* xyz 0 1
O -1.05 -1.41 0.72
O -0.43 0.18 -0.71
O -0.09 1.56 -0.81
C -1.22 0.80 1.49
C -0.11 -2.28 0.09
C 1.28 1.59 -1.16
C -0.89 -0.09 0.56
H -1.19 1.86 1.29
H 1.43 1.26 -2.19
H 1.88 0.99 -0.47
H -0.18 -3.23 0.62
H 1.56 2.65 -1.07
H -0.36 -2.43 -0.97
H 0.91 -1.89 0.16
H -1.55 0.43 2.45
*
```

Output
relative energy (zero: lowest compared OMol25 entry of this formula, charge and spin)	115.4	kcal/mol
SMILES	C=C(OC)OOC
molar mass	104.1	Da
E_tot	-382.780913	Eh
LUMO energy	0.937	eV
highest occupied orbital energy	-8.6	eV

These are the natural (NBO) partial charges, in e, on atoms 1 to 6: atom 1 (O): -0.507, atom 2 (O): -0.276, atom 3 (O): -0.250, atom 4 (C): -0.597, atom 5 (C): -0.253, atom 6 (C): -0.264

[5]
DFT (ωB97M-V/def2-TZVPD) results for a molecular structure, C41H50F3KN7O6S in a non-equilibrium geometry.

```
! wB97M-V def2-TZVPD RIJCOSX def2/J DEFGRID3
* xyz -1 1
K 0.22 0.14 1.21
S 3.09 2.44 -1.42
F 4.57 -2.46 5.13
F 3.84 -3.11 3.20
F 2.54 -3.20 4.94
O -6.54 -4.04 1.27
O 2.64 -0.80 2.82
O -0.97 1.23 -0.49
O 0.50 -2.27 0.73
O -1.34 -1.69 2.96
O 2.83 -0.26 5.02
N -5.47 0.17 -3.48
N -6.26 -0.77 -3.22
N -1.26 -1.33 -1.40
N 3.39 -0.12 -2.12
N 1.71 0.99 -3.18
N -1.08 1.77 2.89
N 1.58 2.15 2.49
C 3.73 2.73 3.36
C 0.66 1.98 -3.35
C -0.67 -1.40 4.17
C -3.37 -0.73 -2.43
C -5.92 -1.88 0.31
C -2.57 -3.00 -2.49
C -0.47 2.72 3.58
C -6.70 -3.70 -1.04
C 5.86 -0.32 -1.78
C 0.40 -3.08 1.88
C -3.83 1.64 -2.64
C 3.49 -2.44 4.33
C -2.58 3.66 4.24
C 1.01 2.72 3.56
C 2.90 2.16 2.41
C -6.13 -1.60 -2.10
C -1.20 3.70 4.28
C -2.41 1.74 2.85
C 7.85 1.11 -2.44
C 1.46 3.46 -5.31
C 3.14 3.30 4.47
C -4.25 0.32 -2.85
C 1.79 -2.32 0.15
C 0.47 2.40 -4.81
C 4.46 -0.38 -1.17
C -1.45 -2.57 -1.76
C -1.02 -2.95 2.42
C -1.91 0.97 -1.28
C 1.76 3.30 4.57
C -6.37 -3.19 0.21
C -6.60 -2.92 -2.17
C 2.93 -0.97 4.02
C -3.52 -2.07 -2.84
C -2.75 1.96 -1.86
C -3.21 2.67 3.50
C 2.70 1.05 -2.26
C -5.79 -1.11 -0.84
C -6.17 -3.56 2.54
C -2.20 -0.41 -1.70
C 2.92 3.02 -5.30
C 6.38 1.09 -2.02
H 6.26 1.67 -1.10
H 2.56 -2.01 0.86
H 5.86 -0.89 -2.71
H 6.55 -0.83 -1.09
H 3.04 -0.92 -2.63
H 5.77 1.58 -2.78
H -2.85 0.94 2.26
H 2.01 -3.34 -0.19
H -0.54 2.79 -4.91
H 8.20 2.14 -2.56
H -0.27 1.58 -2.96
H 1.77 -1.64 -0.70
H 0.93 2.85 -2.75
H -1.71 -3.11 1.59
H 1.47 0.07 -3.52
H -1.18 -3.74 3.18
H -2.52 3.00 -1.63
H 3.54 3.76 -5.81
H 1.13 -2.78 2.63
H -0.66 -3.27 -1.50
H -7.06 -4.72 -1.10
H -6.79 -2.71 2.85
H 7.99 0.59 -3.38
H -4.36 -2.36 -3.45
H -0.82 -2.20 4.91
H -6.87 -3.32 -3.14
H 4.37 0.36 -0.37
H 8.47 0.63 -1.68
H 3.03 2.06 -5.82
H 1.28 3.73 5.45
H 3.29 2.91 -4.28
H 1.35 4.35 -4.67
H 3.32 1.68 1.52
H -1.09 -0.47 4.55
H -5.45 -0.08 -0.75
H -3.16 4.41 4.77
H 3.75 3.73 5.26
H 4.29 -1.37 -0.73
H 0.54 1.51 -5.46
H 0.40 -1.24 4.04
H -5.12 -3.26 2.58
H 4.80 2.71 3.24
H 1.17 3.75 -6.32
H -5.65 -1.45 1.26
H -4.48 2.42 -3.03
H -0.69 4.48 4.82
H -4.29 2.62 3.44
H -6.33 -4.39 3.23
H -2.67 -4.03 -2.78
H 0.59 -4.13 1.63
*
```

Output
molar mass	865.1	Da
E_tot	-3724.910245	Eh
LUMO energy	1.967	eV
highest occupied orbital energy	-4.3	eV

These are the natural (NBO) partial charges, in e, on atoms 1 to 6: atom 1 (K): 0.897, atom 2 (S): -0.306, atom 3 (F): -0.336, atom 4 (F): -0.346, atom 5 (F): -0.351, atom 6 (O): -0.499

[6]
DFT (ωB97M-V/def2-TZVPD) results for a molecular structure, C43H56Br2N4O9SSi4Ti in a non-equilibrium geometry.

```
! wB97M-V def2-TZVPD RIJCOSX def2/J DEFGRID3
* xyz -1 2
Br -2.11 -5.50 3.00
Br -4.16 -5.14 -1.83
Ti -0.47 1.52 0.26
S 1.52 0.58 2.42
Si -3.92 3.05 -2.18
Si -0.26 3.52 -2.95
Si -1.95 5.11 0.23
Si -1.78 3.16 -1.15
O -3.43 1.21 2.84
O -0.70 -0.30 -0.81
O -3.39 -0.13 -0.49
O 2.31 4.00 1.28
O 5.87 -0.85 0.88
O 1.10 1.42 -0.68
O 0.30 3.03 0.99
O -1.65 1.15 1.51
O 3.27 1.69 -0.20
N 3.77 -0.49 1.59
N 1.30 -1.61 -1.34
N 2.03 -1.97 2.25
N 1.26 -3.74 -1.96
C 2.52 -0.73 2.07
C 1.59 3.14 0.84
C 2.32 -3.21 1.53
C 5.10 -2.99 4.96
C -0.44 6.26 0.21
C 3.75 -4.04 -2.32
C 6.39 -4.19 3.34
C -2.28 4.63 2.03
C -1.24 -2.96 2.08
C -1.50 -1.38 -1.05
C -4.23 4.45 -3.43
C -1.72 -3.72 -1.67
C -2.19 -3.61 2.85
C 4.95 -1.98 -1.85
C 5.21 -2.20 2.69
C 3.79 -1.29 -1.54
C -3.20 -2.91 3.50
C -2.50 0.62 2.33
C 6.05 -3.26 2.37
C 2.10 1.99 -0.08
C 2.59 -3.35 -1.99
C -4.21 1.48 -3.24
C -3.07 -3.61 -1.51
C 2.60 -2.00 -1.60
C -3.39 6.28 -0.27
C -4.75 -0.12 -0.10
C -3.26 -1.54 3.34
C 4.93 -3.33 -2.24
C -5.40 3.26 -0.98
C -2.89 -1.31 -0.88
C 1.31 4.47 -2.46
C 2.07 -4.41 2.43
C 4.98 -1.17 1.64
C -2.33 -0.86 2.57
C 0.53 -2.65 -1.58
C 5.91 -4.06 4.64
C 4.74 -2.06 3.99
C -3.68 -2.43 -1.11
C 2.13 -5.72 1.65
C -0.94 4.49 -4.45
C 0.29 1.85 -3.69
C -1.31 -1.58 1.95
C -0.91 -2.59 -1.45
H 1.31 -5.78 0.92
H 2.82 -4.42 3.23
H -4.93 0.85 0.33
H 0.67 1.97 -4.71
H -0.30 6.72 -0.77
H 3.83 0.40 1.07
H 1.22 5.54 -2.68
H 5.86 -3.82 -2.49
H 5.90 -1.46 -1.79
H -5.05 3.46 0.04
H 3.08 -5.80 1.10
H 7.05 -5.02 3.09
H 4.11 -1.21 4.25
H -6.02 4.10 -1.28
H 1.09 -4.31 2.90
H -1.53 3.91 2.36
H -6.04 2.38 -0.94
H -0.57 -1.05 1.37
H 3.81 -0.24 -1.28
H 1.68 -3.27 0.64
H -4.95 -0.89 0.65
H 6.44 -3.34 1.37
H -3.16 6.78 -1.22
H 1.08 1.41 -3.08
H 0.47 5.73 0.47
H -3.61 1.55 -4.15
H -3.89 0.57 -2.73
H -3.97 5.42 -3.00
H 3.72 -5.07 -2.65
H -4.75 -2.40 -0.97
H -0.13 4.75 -5.14
H 2.19 4.09 -2.99
H 1.52 4.38 -1.40
H 0.27 -0.64 -0.99
H -3.65 4.32 -4.34
H -5.29 4.49 -3.72
H -4.34 5.75 -0.39
H 1.09 -1.94 2.63
H -3.93 -3.44 4.10
H 6.20 -4.78 5.39
H -3.53 7.05 0.49
H -0.54 1.13 -3.72
H -1.68 3.92 -5.01
H -0.47 -3.52 1.58
H -0.57 7.07 0.94
H -4.05 -0.97 3.81
H 0.89 -4.62 -2.25
H 2.04 -6.57 2.32
H 4.74 -2.87 5.98
H -5.40 -0.28 -0.97
H -2.22 5.51 2.69
H -3.26 4.17 2.17
H -5.25 1.37 -3.53
H -1.41 5.42 -4.13
H -1.28 -4.66 -1.96
H 3.35 -3.19 1.18
*
```

Output
relative energy (zero: lowest compared OMol25 entry of this formula, charge and spin)	22.7	kcal/mol
molar mass	1125.0	Da
E_tot	-10122.398997	Eh
LUMO energy (alpha / beta)	1.513 / 1.508	eV
highest occupied orbital energy (alpha / beta)	-3.9 / -4.4	eV

These are the Mulliken partial charges, in e, on atoms 1 to 6: atom 1 (Br): -0.206, atom 2 (Br): -0.235, atom 3 (Ti): -1.000, atom 4 (S): -0.544, atom 5 (Si): 1.825, atom 6 (Si): 1.003

[7]
DFT (ωB97M-V/def2-TZVPD) results for 7 unconnected molecules or ions with the total composition C41H76FNO21PS.

```
! wB97M-V def2-TZVPD RIJCOSX def2/J DEFGRID3
* xyz -1 1
S 5.28 4.41 0.31
P 4.09 1.73 1.92
F 8.19 1.06 1.23
O 2.95 2.68 7.40
O 0.90 1.85 7.57
O 3.05 -4.85 -6.74
O -5.23 2.06 -2.08
O 5.09 5.04 -0.98
O 5.26 -4.40 -6.76
O 3.89 -3.14 -5.56
O 2.83 -3.12 -1.00
O -2.74 -4.25 -6.30
O 1.42 -4.81 -1.33
O -3.56 4.42 4.05
O -1.08 -3.13 -5.26
O -6.89 -3.22 -2.94
O -5.89 -1.60 -1.73
O 5.53 5.27 1.45
O -2.92 -2.06 -6.00
O -6.60 1.38 -0.43
O -7.31 1.32 -2.53
O -4.66 -2.93 -3.01
O 2.60 0.51 6.91
O 1.66 -3.94 0.74
N 4.86 2.78 3.19
C 4.40 2.42 4.53
C 2.73 4.88 8.38
C 5.79 1.15 1.19
C 3.98 3.28 0.65
C 0.87 0.06 1.72
C -3.04 2.48 0.63
C 2.08 3.81 7.54
C -4.11 -3.92 -6.61
C -4.73 2.88 2.58
C -2.32 0.39 2.05
C 7.03 1.55 1.92
C -0.27 -0.44 0.81
C 2.01 -5.51 -3.60
C -3.15 0.97 0.90
C 1.94 -3.95 -0.41
C 2.27 -0.46 1.31
C -8.01 1.09 -0.35
C 2.19 1.57 7.26
C -4.00 -2.43 -6.86
C -3.78 -1.85 -2.59
C 5.36 1.51 5.31
C 7.46 -3.70 -6.00
C -2.13 -3.15 -5.81
C -4.52 -1.32 -1.39
C 0.85 3.16 8.13
C -8.28 0.59 -1.75
C -8.28 0.10 0.76
C 3.08 -3.60 -2.32
C -4.61 -4.75 -7.77
C -1.52 -0.84 1.59
C -4.12 3.38 1.28
C -3.83 3.05 3.80
C 3.14 0.63 0.66
C -6.28 1.63 -1.72
C -5.90 -2.65 -2.59
C 1.81 -4.36 -2.64
C -2.24 4.85 3.79
C 5.22 -2.77 -5.17
C 3.98 -4.20 -6.39
C 6.05 -3.27 -6.33
C -2.38 -2.36 -2.33
H -2.27 5.73 3.13
H -3.77 -1.12 -3.40
H -4.40 -0.26 -1.23
H -3.66 4.34 1.52
H -0.09 3.64 7.86
H -1.75 -1.55 -1.97
H 2.78 -0.91 2.16
H -0.56 0.36 0.12
H 2.41 -5.11 -4.53
H 2.48 1.26 0.05
H -2.89 2.49 3.68
H 0.07 -1.28 0.20
H -1.64 4.08 3.29
H -5.05 1.83 2.52
H 2.03 5.70 8.55
H -1.74 5.13 4.72
H 3.27 -2.76 -2.98
H 0.65 -0.23 2.74
H 5.90 1.43 0.13
H -8.07 -0.47 -1.85
H 2.12 -1.24 0.56
H -2.05 2.85 0.91
H -9.34 -0.17 0.76
H -1.24 -1.45 2.46
H 5.74 0.70 4.69
H -2.39 -3.16 -1.59
H 6.19 2.10 5.71
H 6.04 -2.54 -7.15
H -9.28 0.81 -2.12
H -4.33 2.65 4.68
H -1.60 1.15 2.38
H -3.95 -4.63 -8.63
H 4.29 3.35 5.11
H 3.84 0.16 -0.05
H 4.51 3.71 3.02
H -2.17 -1.46 0.96
H 1.07 -6.02 -3.81
H 5.47 -3.29 -4.24
H 4.83 1.08 6.16
H -3.13 2.61 -0.45
H 7.08 1.12 2.92
H 5.73 0.05 1.19
H 1.87 4.19 6.53
H 7.97 -4.06 -6.89
H -1.98 -2.75 -3.26
H 6.35 3.59 0.17
H 3.19 3.95 1.00
H 3.03 4.47 9.35
H -4.89 -1.87 -6.59
H -8.04 0.54 1.73
H -4.20 0.69 0.99
H -4.70 -4.11 -5.71
H 2.77 2.15 2.44
H 3.62 5.27 7.89
H 7.45 -4.49 -5.26
H 3.95 -4.27 -2.29
H 7.16 2.63 2.00
H 4.12 0.62 2.86
H 3.40 1.95 4.50
H -4.64 -5.80 -7.50
H -8.52 2.04 -0.17
H -5.61 -4.43 -8.04
H -2.95 0.13 2.91
H -5.64 3.46 2.78
H -4.27 -1.87 -0.48
H 1.04 -3.67 -3.00
H 2.71 -6.23 -3.18
H 0.89 1.15 1.70
H 8.01 -2.85 -5.60
H -2.79 0.48 -0.01
H -7.68 -0.80 0.62
H 3.70 2.92 -0.34
H -4.90 3.60 0.56
H 5.27 -1.69 -5.01
H -3.71 -2.22 -7.89
H 0.92 3.08 9.22
*
```

Output
molar mass	1001.1	Da
E_tot	-4082.080337	Eh
LUMO energy	1.746	eV
highest occupied orbital energy	-4.4	eV

These are the Mulliken partial charges, in e, on atoms 1 to 6: atom 1 (S): 1.078, atom 2 (P): 1.899, atom 3 (F): -0.425, atom 4 (O): -0.301, atom 5 (O): -0.358, atom 6 (O): -0.553

[8]
DFT (ωB97M-V/def2-TZVPD) results for C4H7NS in the gas phase in a non-equilibrium geometry.

```
! wB97M-V def2-TZVPD RIJCOSX def2/J DEFGRID3
* xyz 0 1
S 2.56 0.00 0.03
N -1.13 -0.03 0.16
C -0.34 -1.13 -0.18
C 0.90 0.56 -0.26
C 0.86 -0.67 0.55
C -0.30 1.22 0.16
H -0.02 -1.46 -1.27
H -0.95 -2.06 0.26
H -1.91 0.10 -0.37
H -0.23 1.74 1.11
H 0.72 0.24 -1.25
H -0.59 2.16 -0.54
H 0.43 -0.66 1.59
*
```

Output
relative energy (zero: lowest compared OMol25 entry of this formula, charge and spin)	114.0	kcal/mol
SMILES	C1NC[C@H]2S[C@H]12
molar mass	101.2	Da
E_tot	-609.376831	Eh
LUMO energy	0.833	eV
highest occupied orbital energy	-9.0	eV

These are the natural (NBO) partial charges, in e, on atoms 1 to 6: atom 1 (S): 0.196, atom 2 (N): -0.621, atom 3 (C): -0.243, atom 4 (C): -0.366, atom 5 (C): -0.300, atom 6 (C): -0.235